1.
{
  "formula": "C27H45N7O4P2",
  "method": "the ωB97M-V functional and the def2-TZVPD basis",
  "spin_multiplicity": 1,
  "homo_energy_ha": -0.285,
  "lumo_ev": -1.4,
  "orbital_gap_ev": 6.351,
  "smiles": "O=C1C=CC(=O)c2cc(-c3ccncc3)ccc21.CN(C)P(=O)(N(C)C)N(C)C.CN(C)P(=O)(N(C)C)N(C)C",
  "charge": 0,
  "e_tot_ha": -2422.1917,
  "symbols": ["O", "C", "C", "C", "C", "O", "C", "C", "C", "C", "C", "C", "N", "C", "C", "C", "C", "C", "H", "H", "H", "H", "H", "H", "H", "H", "H", "C", "N", "C", "P", "O", "N", "C", "C", "N", "C", "C", "H", "H", "H", "H", "H", "H", "H", "H", "H", "H", "H", "H", "H", "H", "H", "H", "H", "H", "C", "N", "C", "P", "O", "N", "C", "C", "N", "C", "C", "H", "H", "H", "H", "H", "H", "H", "H", "H", "H", "H", "H", "H", "H", "H", "H", "H", "H"],
  "positions_angstrom": [[4.859429, -0.995536, -3.289546], [5.618993, -1.753764, -2.633544], [6.152812, -3.173617, -3.191726], [7.462141, -3.664000, -2.881331], [8.401621, -2.704791, -1.983810], [9.635973, -2.560075, -2.187102], [7.607778, -1.903562, -0.828446], [8.213801, -1.647723, 0.574609], [7.361707, -0.873804, 1.652268], [8.023589, -0.686536, 3.077898], [7.212527, 0.008365, 4.234435], [7.907854, 0.113509, 5.609676], [9.219176, -0.318742, 5.965918], [9.940564, -0.935855, 4.901436], [9.471276, -1.183070, 3.450158], [5.929333, -0.331092, 1.290505], [5.312378, -0.592217, -0.131331], [6.158730, -1.381344, -1.160753], [5.408117, -3.790205, -3.818993], [7.809391, -4.691816, -3.262105], [9.254284, -2.071114, 0.784005], [6.173670, 0.379057, 3.968552], [7.285559, 0.596176, 6.451765], [11.000296, -1.311934, 5.156591], [10.128204, -1.702411, 2.666828], [5.329970, 0.238953, 2.087773], [4.252107, -0.216716, -0.365039], [0.754760, 0.427196, -3.974987], [1.047314, -0.453365, -2.868119], [1.785282, -1.616900, -3.350292], [0.183382, -0.733682, -1.429591], [1.421676, -0.479405, -0.543956], [-0.649268, 0.640184, -0.799981], [-0.218997, 1.996241, -1.122184], [-0.850985, 0.554819, 0.651091], [-1.278164, -1.105337, -2.395700], [-2.276812, -0.131581, -2.814908], [-1.976130, -2.271182, -1.830490], [0.011569, 0.002097, -4.660999], [1.660647, 0.622679, -4.557472], [0.417027, 1.409155, -3.655945], [1.132659, -2.289063, -3.923091], [2.200952, -2.187642, -2.514010], [2.631551, -1.326619, -3.977173], [0.866374, 2.120060, -1.038688], [-0.694605, 2.733721, -0.467615], [-0.540565, 2.278372, -2.124586], [0.051314, 0.827127, 1.211903], [-1.131649, -0.462890, 0.940923], [-1.669685, 1.208998, 0.966343], [-2.896276, 0.224388, -1.984454], [-2.945841, -0.586835, -3.554273], [-1.836698, 0.732126, -3.311376], [-2.475785, -2.018906, -0.887921], [-1.259153, -3.073989, -1.626179], [-2.713783, -2.673387, -2.529494], [-8.241981, -0.092111, 0.629444], [-6.961328, -0.152704, 1.295266], [-7.032464, -1.093378, 2.409210], [-5.760666, 1.040004, 1.475934], [-4.654255, 0.112977, 0.929822], [-5.606421, 2.124782, 0.145063], [-6.036981, 1.734047, -1.193016], [-4.259478, 2.705848, 0.050637], [-6.987802, 2.143790, 2.170316], [-7.809842, 3.071864, 1.405890], [-6.426268, 2.863423, 3.324194], [-9.008162, 0.397824, 1.242815], [-8.602983, -1.100282, 0.402479], [-8.193569, 0.404982, -0.335167], [-7.625288, -0.681570, 3.235988], [-6.032788, -1.317089, 2.794051], [-7.467680, -2.048988, 2.103545], [-5.702920, 0.725370, -1.460294], [-5.661766, 2.426723, -1.952999], [-7.121147, 1.793940, -1.285522], [-3.540342, 2.014894, -0.406302], [-3.882730, 2.972888, 1.043776], [-4.280548, 3.628178, -0.538611], [-7.239601, 3.923017, 1.018596], [-8.604958, 3.471057, 2.045930], [-8.319354, 2.590880, 0.572306], [-5.700318, 3.621462, 3.007163], [-5.910281, 2.161594, 3.988343], [-7.209469, 3.344062, 3.915676]],
  "atomic_forces_ev_per_a": [[2.70, -2.97, 2.34], [-0.67, 1.23, -0.41], [2.09, -0.54, 0.95], [-2.69, 1.83, -0.06], [1.58, 0.29, -0.26], [-4.55, -0.76, 0.93], [-1.67, 1.47, 2.13], [-3.51, 0.97, -1.49], [-0.36, -0.56, -2.29], [0.68, 0.50, 2.78], [4.22, -1.92, -0.31], [-0.24, -0.44, -2.02], [-1.90, -0.63, -4.51], [-1.44, 0.04, -1.59], [-2.89, 1.88, 2.20], [2.06, -2.00, -2.34], [3.54, -1.13, 1.13], [1.05, 0.14, 1.97], [1.38, 1.22, 0.96], [-0.33, 1.97, 0.65], [-1.79, 0.82, -0.27], [1.59, -0.46, 0.94], [1.28, -0.86, -1.42], [-1.93, 0.76, -0.32], [-1.04, 0.95, 1.60], [1.01, -1.05, -1.58], [1.84, -0.75, 0.26], [-0.62, -0.05, -0.06], [1.59, 0.19, -0.94], [-0.10, -0.20, 0.41], [1.54, 7.28, -2.01], [-0.83, -3.99, 1.04], [-1.01, 1.34, 0.55], [0.26, -0.01, -0.33], [-0.12, -0.40, 0.04], [-0.88, -3.81, 0.85], [0.02, 0.79, 0.54], [0.05, -0.24, -0.15], [-0.13, 0.02, -0.17], [0.09, -0.27, 0.18], [-0.16, -0.05, 0.14], [-0.03, -0.09, -0.16], [-0.04, 0.08, 0.02], [-0.18, 0.12, 0.06], [0.02, 0.12, -0.03], [-0.01, -0.32, 0.17], [0.13, -0.05, -0.12], [0.00, -0.11, -0.04], [0.03, 0.04, 0.02], [0.02, -0.04, -0.20], [0.02, 0.01, 0.00], [0.28, -0.38, 0.07], [0.16, -0.03, 0.18], [-0.21, -0.10, -0.02], [0.03, 0.03, 0.02], [-0.02, 0.12, 0.01], [-0.20, 0.60, 0.15], [-0.60, -1.82, -0.27], [0.53, 0.22, 0.12], [-2.72, -1.46, -7.03], [1.52, 0.75, 3.93], [0.07, 1.34, -1.20], [-0.20, -0.33, -0.02], [-0.04, 0.05, 0.34], [1.27, 0.77, 3.71], [0.35, 0.17, -0.83], [-0.13, -0.17, 0.24], [-0.20, 0.07, 0.01], [0.22, -0.06, 0.22], [0.10, 0.18, 0.05], [-0.16, -0.08, 0.10], [-0.02, 0.06, -0.08], [-0.05, 0.15, -0.11], [-0.04, -0.02, -0.10], [0.21, 0.03, 0.29], [-0.06, -0.15, 0.06], [0.01, 0.00, 0.10], [0.02, -0.06, -0.01], [-0.16, -0.09, 0.00], [-0.01, -0.03, -0.03], [0.20, -0.29, 0.32], [0.23, -0.09, -0.01], [-0.04, 0.18, 0.13], [0.03, 0.00, -0.03], [0.00, 0.03, -0.12]]
}

---

2.
{
  "formula": "C27H46AlAsN5SSi3",
  "method": "the ωB97M-V functional and the def2-TZVPD basis",
  "spin_multiplicity": 1,
  "homo_energy_ha": -0.391,
  "de_lowest_kcal_mol": 0.0,
  "lumo_ev": -3.8,
  "orbital_gap_ev": 6.842,
  "charge": 1,
  "e_tot_ha": -5075.1251,
  "symbols": ["Al", "C", "C", "N", "C", "S", "N", "N", "C", "C", "C", "C", "C", "C", "C", "N", "H", "H", "H", "H", "H", "H", "H", "H", "H", "H", "H", "H", "H", "C", "Si", "C", "C", "As", "Si", "C", "C", "C", "Si", "C", "C", "C", "H", "H", "H", "H", "H", "H", "H", "H", "H", "H", "H", "H", "H", "H", "H", "H", "H", "H", "H", "H", "H", "H", "H", "H", "H", "H", "H", "C", "C", "C", "C", "C", "C", "C", "C", "N", "H", "H", "H", "H", "H", "H"],
  "positions_angstrom": [[1.112307, -0.032752, -0.986218], [-3.542802, 3.424052, -3.805911], [-2.066854, 3.068312, -3.738201], [-1.879540, 1.638969, -3.720077], [-1.045442, 0.978733, -2.922572], [-0.113546, 1.816290, -1.744701], [-0.983888, -0.333916, -3.081761], [-0.028771, -0.945257, -2.405625], [0.130499, -2.235704, -2.556028], [-0.778032, -3.071847, -3.392668], [1.312428, -2.752194, -1.925868], [1.776823, -4.060976, -2.106453], [2.975875, -4.437912, -1.537160], [3.706050, -3.492350, -0.820218], [3.189955, -2.219010, -0.694647], [2.014119, -1.852955, -1.199931], [-3.648852, 4.500534, -3.728747], [-4.080841, 2.962085, -2.983416], [-3.987645, 3.097172, -4.742074], [-1.619227, 3.464130, -2.825865], [-1.535678, 3.496611, -4.595969], [-2.343843, 1.104827, -4.441816], [-1.577379, -2.443129, -3.776524], [-1.200791, -3.888248, -2.808320], [-0.239647, -3.499425, -4.236211], [1.208044, -4.756862, -2.701958], [3.354265, -5.440721, -1.662285], [4.660498, -3.739974, -0.384970], [3.744161, -1.442300, -0.191256], [-0.917204, -4.153138, 0.860812], [-1.874540, -2.512777, 1.090661], [-3.101501, -2.253182, -0.351376], [-2.856633, -2.658679, 2.718891], [-0.346141, -0.642064, 1.084471], [-1.831479, 1.224942, 1.554579], [-3.048997, 1.385696, 0.082872], [-0.722513, 2.759057, 1.708618], [-2.834620, 1.044751, 3.170055], [1.071422, -1.131502, 2.961613], [2.239326, -2.553245, 2.429367], [0.137195, -1.678457, 4.534340], [2.165652, 0.369001, 3.382561], [-1.617365, -4.976759, 0.752036], [-0.303845, -4.367043, 1.732223], [-0.270582, -4.147732, -0.013913], [-3.622080, -3.176054, -0.592208], [-2.606408, -1.906371, -1.255984], [-3.852744, -1.515573, -0.082145], [-3.619186, -3.426806, 2.630260], [-3.357298, -1.732118, 2.976060], [-2.220896, -2.933377, 3.553087], [-2.848171, 0.640977, -0.683853], [-2.939596, 2.358274, -0.384764], [-4.085973, 1.287285, 0.390254], [-0.031740, 2.827248, 0.872051], [-0.134697, 2.730208, 2.619368], [-1.312217, 3.669109, 1.727906], [-3.724376, 0.438187, 3.036210], [-3.170442, 2.019057, 3.510010], [-2.246668, 0.614692, 3.974219], [1.740585, -3.273181, 1.784720], [2.620857, -3.090449, 3.292425], [3.098970, -2.168723, 1.890192], [-0.119546, -2.733344, 4.494344], [-0.774961, -1.110593, 4.692172], [0.765340, -1.534487, 5.409254], [2.864052, 0.574765, 2.576541], [2.757427, 0.179464, 4.273251], [1.577262, 1.264336, 3.562939], [2.865790, 0.986297, -0.688040], [2.757174, 2.465061, -0.545125], [2.823245, 3.297790, -1.662977], [2.714689, 4.667235, -1.542751], [2.530947, 5.247517, -0.286606], [2.447379, 4.426543, 0.837412], [2.562531, 3.059932, 0.701082], [2.416874, 6.646946, -0.125013], [2.325610, 7.777562, 0.041838], [3.331734, 0.586424, 0.219696], [3.553605, 0.761398, -1.516700], [2.966093, 2.856843, -2.641039], [2.766950, 5.294862, -2.419370], [2.279345, 4.874969, 1.804264], [2.500119, 2.433044, 1.576661]],
  "atomic_forces_ev_per_a": [[0.23, 0.43, -0.34], [0.24, -0.01, 0.07], [-0.13, 0.45, 0.01], [0.02, -0.27, -0.07], [0.18, 0.04, 0.41], [0.20, 0.32, 0.09], [-0.78, -0.33, -0.77], [0.51, -0.81, 0.24], [-0.98, 0.98, -0.43], [0.03, 0.20, 0.03], [0.92, -0.61, 0.40], [-0.33, 0.44, 0.01], [0.21, 0.38, 0.27], [-0.16, -0.26, -0.25], [0.25, 0.09, 0.08], [-0.08, -0.44, -0.07], [-0.12, 0.16, -0.06], [-0.10, -0.04, 0.11], [-0.08, -0.02, -0.11], [-0.05, 0.07, -0.18], [0.02, 0.00, 0.14], [0.07, -0.17, 0.12], [0.01, -0.11, 0.03], [-0.01, -0.09, 0.05], [0.06, -0.09, -0.09], [-0.10, -0.02, -0.03], [0.01, -0.09, -0.02], [0.07, 0.04, 0.05], [0.02, 0.01, 0.11], [-0.14, 0.81, 0.05], [-0.59, -0.85, -0.26], [0.62, 0.09, 0.50], [0.56, 0.34, -0.51], [-0.17, -0.05, 0.45], [-0.46, 0.88, 0.09], [0.55, -0.26, 0.38], [-0.17, -0.78, -0.21], [0.49, -0.30, -0.56], [0.77, -0.24, 0.83], [-0.56, 0.50, -0.04], [0.07, 0.24, -0.75], [-0.55, -0.39, -0.36], [-0.23, -0.06, -0.02], [0.10, -0.01, 0.13], [0.08, 0.03, -0.11], [-0.02, -0.23, 0.08], [0.09, 0.07, -0.13], [-0.09, 0.13, 0.05], [-0.10, -0.18, -0.22], [-0.09, 0.17, 0.03], [0.16, -0.03, 0.12], [-0.02, -0.08, -0.10], [0.13, 0.23, -0.03], [-0.12, -0.11, 0.20], [0.00, 0.05, -0.05], [0.12, -0.04, 0.25], [-0.26, 0.14, -0.01], [-0.10, -0.15, -0.07], [0.03, 0.31, -0.09], [0.11, -0.10, 0.16], [-0.06, -0.11, -0.07], [-0.03, -0.02, 0.26], [0.10, 0.13, -0.04], [-0.07, -0.14, -0.07], [-0.15, 0.06, 0.03], [0.23, 0.08, 0.04], [0.07, 0.03, -0.15], [0.01, -0.19, 0.19], [-0.08, 0.15, 0.03], [-0.27, -0.43, 0.16], [-0.05, 0.13, -0.01], [0.06, -0.07, 0.05], [-0.01, 0.14, 0.06], [-0.01, -0.96, -0.05], [-0.02, 0.17, -0.15], [0.05, -0.15, -0.13], [-0.02, 0.52, 0.01], [-0.05, 0.36, 0.01], [0.07, -0.02, -0.02], [-0.21, -0.14, 0.08], [0.00, 0.01, -0.04], [0.03, 0.08, -0.05], [0.04, 0.02, 0.12], [0.00, -0.04, 0.13]]
}